# C48H68CsN4P3Si2

C48H68CsN4P3Si2 as an isolated structure (ωB97M-V with the def2-TZVPD basis set, the Open Molecules 2025 dataset).

Structure (ORCA input):
```
! wB97M-V def2-TZVPD RIJCOSX def2/J DEFGRID3
* xyz -2 1
Cs 1.27576 0.71467 0.58282
C -3.24564 -3.48081 1.54670
Si -2.38348 -1.92516 2.20794
C -3.67722 -1.09685 3.31594
C -1.06579 -2.59173 3.38050
N -1.66345 -0.94544 1.04240
P -2.22222 -0.00634 -0.14367
C -1.11191 0.43964 -1.24688
P -0.65473 1.60031 -2.31017
N 0.81540 2.17076 -2.11862
Si 2.04320 2.94292 -2.94052
C 1.58414 4.68169 -3.54862
C 2.66624 1.98985 -4.45618
C 3.54471 3.14183 -1.81944
C -1.81529 3.03745 -2.34487
C -3.04195 2.99966 -3.00615
C -3.91191 4.08009 -2.95858
C -3.57599 5.21010 -2.22276
C -2.37033 5.24770 -1.53644
C -1.49421 4.17227 -1.60481
C -0.74824 1.02827 -4.06633
C -0.55489 -0.31301 -4.38049
C -0.51388 -0.73479 -5.70490
C -0.67237 0.17791 -6.73766
C -0.85160 1.52291 -6.43993
C -0.87577 1.94039 -5.11737
C -3.66735 -0.88548 -0.91097
C -4.91618 -1.03402 -0.31293
C -5.93005 -1.74418 -0.94384
C -5.70649 -2.33032 -2.18265
C -4.46694 -2.18486 -2.79396
C -3.46421 -1.45939 -2.16487
C -3.08647 1.41836 0.64764
C -2.62721 1.92273 1.86028
C -3.16351 3.08255 2.40387
C -4.18158 3.75258 1.74215
C -4.65202 3.26150 0.53138
C -4.10237 2.11015 -0.01271
H -3.44962 -4.14514 2.39460
H -2.65965 -4.05984 0.82417
H -4.20180 -3.24066 1.07417
H -4.06515 -1.80066 4.05906
H -4.51741 -0.72105 2.72616
H -3.25037 -0.24133 3.84454
H -1.53698 -3.28448 4.08774
H -0.60115 -1.79011 3.95894
H -0.27601 -3.13556 2.85539
H 0.73650 4.63632 -4.23895
H 2.41256 5.18420 -4.05787
H 1.27913 5.30071 -2.69930
H 1.88975 1.87118 -5.21434
H 2.98509 0.98785 -4.15337
H 3.52281 2.49748 -4.91492
H 3.29818 3.65898 -0.88772
H 4.34677 3.69716 -2.31678
H 3.94658 2.16046 -1.54637
H -3.31834 2.11269 -3.56630
H -4.85783 4.03649 -3.48764
H -4.25938 6.05059 -2.17397
H -2.11047 6.11834 -0.94533
H -0.53940 4.19959 -1.09116
H -0.41252 -1.02171 -3.57215
H -0.34852 -1.78167 -5.92616
H -0.64367 -0.15446 -7.76950
H -0.96070 2.24764 -7.23944
H -0.99496 2.99528 -4.89454
H -5.10685 -0.58147 0.65396
H -6.89895 -1.83925 -0.46605
H -6.49746 -2.88651 -2.67261
H -4.28820 -2.62028 -3.77110
H -2.50635 -1.28447 -2.64419
H -1.85121 1.38071 2.38463
H -2.78154 3.46250 3.34446
H -4.59693 4.66360 2.15806
H -5.43135 3.79021 -0.00519
H -4.46211 1.74740 -0.96796
N -0.03245 -2.89230 -0.59405
C 1.17410 -2.54260 -0.07881
N 2.17772 -2.65018 -0.91182
C 1.58442 -3.11899 -2.07962
C 2.15770 -3.42043 -3.31422
C 1.33532 -3.90540 -4.31374
C -0.03895 -4.09731 -4.09667
C -0.62899 -3.78072 -2.88757
C 0.20525 -3.28566 -1.88724
H -0.88250 -2.44571 -0.23680
H 1.26551 -2.20843 0.94504
H 3.21968 -3.28284 -3.47465
H 1.75669 -4.13170 -5.28613
H -0.65520 -4.47436 -4.90447
H -1.69067 -3.90793 -2.72103
C 5.28369 -2.99465 4.41422
C 3.97590 -3.08256 3.62745
C 3.04798 -4.14541 4.22065
P 2.97316 -1.54367 3.28568
C 2.15939 -1.08464 4.89662
C 1.38906 0.22018 4.65420
C 2.97805 -1.02581 6.18725
C 4.17599 -0.20153 2.86458
C 5.08896 0.40477 3.92934
C 4.95762 -0.63410 1.62092
H 5.73053 -3.99165 4.50657
H 5.13358 -2.60543 5.42104
H 6.00959 -2.35395 3.91700
H 4.22992 -3.41510 2.61436
H 2.78766 -3.91071 5.25575
H 3.53157 -5.12687 4.21581
H 2.11578 -4.21862 3.65556
H 1.41218 -1.87705 5.02056
H 2.02783 1.04659 4.32958
H 0.86452 0.52332 5.56633
H 0.63734 0.08432 3.87273
H 3.80553 -0.32295 6.12015
H 3.38448 -2.00156 6.45670
H 2.33585 -0.70158 7.01355
H 3.53100 0.65391 2.57509
H 5.71275 -0.32581 4.44717
H 4.50289 0.95845 4.66140
H 5.74330 1.13945 3.45014
H 5.73094 -1.37348 1.85560
H 5.45277 0.23653 1.18194
H 4.30953 -1.07195 0.85537
C 2.84464 2.87504 2.63764
H 1.96764 3.47613 2.33067
H 3.70777 3.30201 2.09446
H 3.00633 3.10834 3.70740
*
```

## Properties
Relative energy (zero: lowest compared OMol25 entry of this formula, charge and spin)   0.0 kJ/mol
Largest force on an atom   0.6 eV/A
Highest occupied orbital energy   -0.6656 eV
E   -3712.1862 Eh

Atom charges from the Mulliken analysis, given in e for atoms 1 to 99: number 1, Cs, carries 0.9351; number 2, C, carries -1.1002; number 3, Si, carries 0.1880; number 4, C, carries -1.1841; number 5, C, carries -0.7671; number 6, N, carries 0.3117; number 7, P, carries -0.3494; number 8, C, carries -1.0802; number 9, P, carries 2.4572; number 10, N, carries 0.4526; number 11, Si, carries -0.3350; number 12, C, carries -1.0341; number 13, C, carries -0.9072; number 14, C, carries -0.9854; number 15, C, carries 0.0060; number 16, C, carries -0.0339; number 17, C, carries -0.7477; number 18, C, carries -0.4844; number 19, C, carries -0.8169; number 20, C, carries -0.6936; number 21, C, carries -0.5084; number 22, C, carries 0.6131; number 23, C, carries -0.5760; number 24, C, carries -0.6967; number 25, C, carries -0.6907; number 26, C, carries -0.3004; number 27, C, carries -0.4117; number 28, C, carries -0.0071; number 29, C, carries -0.6005; number 30, C, carries -0.6830; number 31, C, carries -0.6055; number 32, C, carries -0.4138; number 33, C, carries 0.6660; number 34, C, carries -0.7283; number 35, C, carries -0.8380; number 36, C, carries -0.6400; number 37, C, carries -0.7402; number 38, C, carries -0.1376; number 39, H, carries 0.4097; number 40, H, carries 0.2665; number 41, H, carries 0.2683; number 42, H, carries 0.4550; number 43, H, carries 0.2163; number 44, H, carries 0.2956; number 45, H, carries 0.4117; number 46, H, carries -0.0333; number 47, H, carries 0.0660; number 48, H, carries 0.2462; number 49, H, carries 0.3937; number 50, H, carries 0.2971; number 51, H, carries 0.2479; number 52, H, carries 0.2046; number 53, H, carries 0.3913; number 54, H, carries 0.2644; number 55, H, carries 0.3006; number 56, H, carries 0.1921; number 57, H, carries 0.4936; number 58, H, carries 0.3542; number 59, H, carries 0.3687; number 60, H, carries 0.4092; number 61, H, carries 0.6347; number 62, H, carries -0.3133; number 63, H, carries 0.3540; number 64, H, carries 0.3522; number 65, H, carries 0.3671; number 66, H, carries 0.2787; number 67, H, carries 0.1899; number 68, H, carries 0.3845; number 69, H, carries 0.3592; number 70, H, carries 0.4336; number 71, H, carries 0.3371; number 72, H, carries 0.6258; number 73, H, carries 0.4230; number 74, H, carries 0.3442; number 75, H, carries 0.3969; number 76, H, carries 0.4677; number 77, N, carries 0.5829; number 78, C, carries -0.7027; number 79, N, carries -0.6403; number 80, C, carries 0.5547; number 81, C, carries -0.7742; number 82, C, carries -0.3882; number 83, C, carries -0.6617; number 84, C, carries -0.3815; number 85, C, carries 0.4283; number 86, H, carries -0.2261; number 87, H, carries 0.5259; number 88, H, carries 0.4312; number 89, H, carries 0.3743; number 90, H, carries 0.3634; number 91, H, carries 0.3941; number 92, C, carries -1.4882; number 93, C, carries 0.3420; number 94, C, carries -1.5536; number 95, P, carries 1.0873; number 96, C, carries 0.4817; number 97, C, carries -1.3127; number 98, C, carries -1.6001; number 99, C, carries 1.9702